ORCA calculation (ωB97M-V with the def2-TZVPD basis set) on C16H34OP2Sn as an isolated structure at a distorted geometry.

Output
ΔE to the lowest compared entry with this formula, charge and spin ... 123.2 kcal per mole
E_tot ... -43591.6016 eV
HOMO-LUMO gap ... 4.297 eV
LUMO energy ... -0.01 eV

XYZ file:
```
54
Properties=species:S:1:pos:R:3:nbo_charge:R:1
P 1.62 5.15 2.43 1.592
P 4.75 3.01 0.87 1.518
C 3.39 4.80 2.59 -0.809
C 4.27 4.72 1.32 -0.739
H 3.45 3.86 3.18 0.332
H 3.78 5.61 3.24 0.234
H 3.83 5.24 0.45 0.234
H 5.21 5.24 1.54 0.239
C 6.08 2.67 2.06 -0.973
H 6.35 1.60 1.99 0.257
H 5.74 2.90 3.08 0.280
H 6.96 3.29 1.86 0.230
C 5.39 3.06 -0.79 -1.006
H 6.46 3.31 -0.76 0.249
H 4.89 3.83 -1.38 0.257
H 5.28 2.08 -1.27 0.260
C 1.05 5.44 4.10 -0.985
H 0.08 4.95 4.26 0.290
H 0.95 6.52 4.27 0.234
H 1.76 5.02 4.83 0.269
C 1.39 6.58 1.39 -1.004
H 2.08 6.58 0.54 0.248
H 1.55 7.49 1.99 0.247
H 0.37 6.59 1.00 0.253
Sn -0.19 0.79 -1.93 1.219
C 3.52 1.74 1.35 -0.474
C 3.47 1.62 2.82 -0.629
C 2.30 1.53 3.68 -0.397
C 0.87 1.50 3.04 -0.413
C 0.33 2.78 2.65 -0.643
C 0.81 3.74 1.67 -0.552
C 1.57 3.23 0.38 -0.392
C 2.23 1.86 0.45 -0.422
C -1.68 0.99 -0.28 -1.190
H 4.05 0.84 0.94 0.178
H 4.42 1.38 3.31 0.174
H 2.35 2.39 4.39 0.138
H 2.40 0.61 4.29 0.179
H 0.83 0.71 2.27 0.142
H 0.22 1.12 3.85 0.211
H -0.60 3.08 3.15 0.182
H -0.08 4.29 1.27 0.199
H 2.31 3.97 0.03 0.167
H 0.82 3.20 -0.43 0.214
H 1.51 1.09 0.75 0.236
H 2.53 1.56 -0.56 0.199
H -2.66 1.38 -0.61 0.223
H -1.22 1.70 0.42 0.232
H -1.80 0.02 0.20 0.227
C -1.04 -2.38 -1.93 -0.215
O -0.85 -1.03 -2.23 -0.985
H -0.16 -2.77 -1.40 0.161
H -1.17 -2.88 -2.90 0.164
H -1.96 -2.53 -1.34 0.158
```